{"formula": "C3H6N2O", "method": "ωB97M-V with the def2-TZVPD basis set", "species": ["H", "N", "C", "N", "O", "C", "C", "H", "H", "H", "H", "H"], "positions_angstrom": [[-1.94, 2.07, 0.86], [-1.24, 1.24, 1.03], [-0.63, 1.00, -0.07], [0.33, 0.01, 0.24], [0.42, -0.51, 1.58], [0.73, -0.95, -0.75], [0.48, -0.88, -2.06], [-0.75, 1.19, -1.18], [-0.11, 0.29, 1.99], [1.64, -1.33, -0.58], [-0.43, -0.42, -2.48], [1.13, -1.47, -2.83]], "smiles": "[H]/N=C/N(O)C=C", "total_energy_ha": -302.519385, "multiplicity": 1}



{"formula": "C5H4BrO3", "method": "ωB97M-V with the def2-TZVPD basis set", "species": ["C", "C", "C", "C", "C", "O", "O", "O", "Br", "H", "H", "H", "H"], "positions_angstrom": [[-0.14, 1.98, -0.32], [-1.34, 1.83, 0.13], [-0.56, -2.34, -0.48], [0.98, 0.96, 0.01], [0.33, -1.31, 0.25], [-0.47, -2.31, -1.70], [-1.26, -2.93, 0.34], [0.78, -0.30, -0.44], [0.09, -1.25, 2.09], [0.23, 2.58, -1.05], [-1.52, 0.83, 0.54], [1.88, 1.23, -0.56], [1.03, 1.02, 1.19]], "total_charge": -1, "total_energy_ha": -2992.517017, "multiplicity": 1}



{"formula": "C2H5N3O2", "method": "ωB97M-V with the def2-TZVPD basis set", "species": ["H", "N", "C", "C", "N", "O", "N", "O", "H", "H", "H", "H"], "positions_angstrom": [[0.40, 2.20, 1.32], [0.80, 1.54, 0.65], [0.09, 0.52, 0.42], [-1.30, 0.18, 0.84], [0.66, -0.39, -0.46], [-0.11, -1.47, -0.87], [1.75, -0.04, -1.18], [2.15, -0.90, -1.95], [-1.69, 0.94, 1.52], [-1.94, 0.09, -0.04], [-1.30, -0.80, 1.33], [0.48, -1.87, -1.56]], "smiles": "[H]/N=C(\\C)N(O)N=O", "total_energy_ha": -393.816844, "multiplicity": 1}



{"formula": "C3H3ClO2", "method": "ωB97M-V with the def2-TZVPD basis set", "species": ["C", "C", "C", "O", "O", "Cl", "H", "H", "H"], "positions_angstrom": [[1.85, -0.20, 0.46], [1.49, 0.92, -0.36], [-0.52, 0.61, -1.09], [1.78, -0.90, 1.37], [2.23, -0.17, -0.86], [-1.62, 0.60, 0.13], [1.70, 1.95, -0.49], [-0.30, -0.40, -1.51], [-0.44, 1.52, -1.64]], "total_energy_ha": -726.533615, "multiplicity": 3}



{"formula": "C28H21IrN8", "method": "ωB97M-V with the def2-TZVPD basis set", "species": ["Ir", "C", "C", "C", "C", "N", "C", "N", "C", "N", "C", "N", "C", "C", "C", "C", "C", "N", "C", "C", "C", "C", "C", "C", "H", "H", "H", "H", "H", "H", "H", "H", "H", "H", "H", "H", "N", "C", "C", "C", "C", "C", "N", "C", "C", "C", "C", "C", "N", "H", "H", "H", "H", "H", "H", "H", "H", "H"], "positions_angstrom": [[-0.03, -0.14, -0.24], [-3.08, -2.94, 0.90], [-2.62, -3.59, 2.05], [-1.38, -3.24, 2.53], [-0.60, -2.27, 1.88], [-1.06, -1.65, 0.76], [-2.29, -2.00, 0.31], [0.61, -2.03, 2.48], [1.50, -1.20, 2.10], [1.43, -0.31, 1.01], [2.62, 0.45, 1.00], [2.94, 1.40, 0.22], [2.20, 1.88, -0.83], [2.80, 2.95, -1.52], [2.17, 3.54, -2.58], [0.92, 3.06, -2.96], [0.38, 2.02, -2.26], [0.99, 1.41, -1.21], [3.47, -0.02, 2.10], [4.74, 0.37, 2.48], [5.30, -0.28, 3.57], [4.61, -1.30, 4.24], [3.33, -1.69, 3.85], [2.79, -1.03, 2.76], [-4.05, -3.17, 0.48], [-3.21, -4.34, 2.55], [-0.95, -3.69, 3.41], [-2.64, -1.49, -0.56], [3.77, 3.26, -1.16], [2.64, 4.36, -3.11], [0.37, 3.49, -3.78], [-0.59, 1.65, -2.53], [5.27, 1.15, 1.96], [6.29, -0.01, 3.91], [5.08, -1.78, 5.09], [2.79, -2.47, 4.36], [-2.86, 0.63, -1.93], [-2.69, 1.30, -0.74], [-3.69, 2.20, -0.36], [-3.57, 2.89, 0.82], [-2.45, 2.69, 1.62], [-1.50, 1.80, 1.20], [-1.62, 1.10, 0.03], [-2.07, -0.30, -2.59], [-2.51, -0.79, -3.82], [-1.74, -1.71, -4.49], [-0.54, -2.13, -3.93], [-0.17, -1.60, -2.72], [-0.92, -0.70, -2.05], [-3.71, 0.87, -2.42], [-4.55, 2.34, -1.00], [-4.34, 3.59, 1.11], [-2.31, 3.21, 2.56], [-0.61, 1.59, 1.77], [-3.45, -0.44, -4.24], [-2.07, -2.10, -5.44], [0.10, -2.85, -4.41], [0.75, -1.89, -2.23]], "total_charge": 2, "total_energy_ha": -1621.595922, "multiplicity": 1}



{"formula": "H4OSSi", "method": "ωB97M-V with the def2-TZVPD basis set", "species": ["O", "Si", "S", "H", "H", "H", "H"], "positions_angstrom": [[0.50, 1.19, 0.52], [0.38, 0.06, -0.63], [-1.46, -1.10, -0.62], [-0.19, 1.28, 1.17], [0.26, 0.76, -1.92], [1.58, -0.76, -0.89], [-1.48, -1.46, -2.64]], "total_energy_ha": -765.207146, "multiplicity": 3}



{"formula": "C27H28ClGdN5O4S", "method": "ωB97M-V with the def2-TZVPD basis set", "species": ["Gd", "Cl", "C", "C", "C", "C", "O", "C", "C", "N", "C", "C", "C", "C", "C", "C", "C", "C", "N", "C", "C", "H", "H", "H", "H", "H", "H", "H", "H", "H", "H", "N", "C", "O", "C", "C", "H", "H", "H", "H", "H", "H", "N", "C", "O", "C", "C", "C", "N", "C", "C", "H", "H", "H", "H", "H", "H", "C", "S", "C", "O", "H", "H", "H", "H", "H", "H"], "positions_angstrom": [[1.31, -0.54, 0.33], [-4.53, -4.72, 0.96], [-2.91, -4.15, 0.75], [-1.94, -4.50, 1.71], [-0.67, -4.00, 1.58], [-0.31, -3.14, 0.52], [0.90, -2.65, 0.46], [-1.31, -2.83, -0.47], [-1.07, -1.99, -1.62], [-0.11, -1.10, -1.67], [0.07, -0.27, -2.78], [-0.92, 0.07, -3.67], [-0.67, 0.95, -4.75], [0.57, 1.49, -4.93], [1.61, 1.17, -4.02], [2.92, 1.69, -4.17], [3.89, 1.35, -3.27], [3.55, 0.49, -2.21], [2.35, -0.01, -2.03], [1.37, 0.30, -2.94], [-2.60, -3.37, -0.33], [-2.20, -5.15, 2.53], [0.11, -4.27, 2.28], [-1.73, -2.14, -2.47], [-1.92, -0.33, -3.54], [-1.48, 1.19, -5.43], [0.77, 2.16, -5.76], [3.13, 2.35, -5.00], [4.90, 1.71, -3.36], [4.29, 0.21, -1.47], [-3.36, -3.13, -1.06], [5.50, 0.35, 1.95], [4.19, 0.21, 1.72], [3.79, -0.34, 0.68], [3.23, 0.79, 2.73], [1.87, 0.09, 2.69], [6.17, -0.05, 1.31], [5.84, 0.75, 2.81], [3.13, 1.85, 2.47], [3.70, 0.76, 3.71], [1.14, 0.69, 3.24], [1.95, -0.86, 3.23], [-5.77, -1.44, 3.05], [-5.38, -0.61, 2.07], [-6.16, 0.02, 1.38], [-3.89, -0.46, 1.84], [-2.90, -0.98, 2.66], [-1.57, -0.81, 2.30], [-1.20, -0.17, 1.20], [-2.15, 0.37, 0.43], [-3.50, 0.25, 0.71], [-6.75, -1.57, 3.19], [-5.13, -2.04, 3.55], [-3.12, -1.53, 3.56], [-0.78, -1.22, 2.92], [-1.81, 0.88, -0.47], [-4.25, 0.68, 0.07], [0.43, 3.80, 1.35], [1.64, 3.05, 0.29], [1.55, 4.14, -1.12], [1.02, 1.75, -0.18], [-0.48, 4.01, 0.77], [0.84, 4.71, 1.78], [0.23, 3.06, 2.12], [2.25, 4.96, -0.98], [0.53, 4.51, -1.25], [1.85, 3.53, -1.97]], "total_charge": 1, "total_energy_ha": -3244.408039, "multiplicity": 8}



{"formula": "C23H15CoF5N3O2S", "method": "ωB97M-V with the def2-TZVPD basis set", "species": ["Co", "F", "C", "C", "F", "C", "F", "C", "S", "C", "F", "C", "F", "N", "C", "C", "C", "C", "C", "C", "C", "C", "C", "C", "C", "C", "H", "H", "H", "H", "H", "H", "H", "H", "H", "H", "C", "N", "C", "C", "C", "O", "N", "C", "O", "H", "H", "H", "H", "H"], "positions_angstrom": [[-0.12, 0.36, -0.72], [5.91, 3.44, 0.15], [4.67, 3.19, -0.26], [4.39, 2.04, -0.98], [5.36, 1.18, -1.26], [3.09, 1.80, -1.40], [2.87, 0.67, -2.08], [2.04, 2.67, -1.12], [0.40, 2.35, -1.64], [2.36, 3.81, -0.40], [1.41, 4.69, -0.08], [3.65, 4.08, 0.03], [3.92, 5.19, 0.72], [-1.93, 0.56, -1.42], [-2.96, -0.44, -1.17], [-4.26, 0.01, -1.02], [-5.28, -0.88, -0.75], [-4.99, -2.23, -0.63], [-3.69, -2.67, -0.78], [-2.64, -1.79, -1.08], [-1.26, -2.30, -1.27], [-1.08, -3.58, -1.79], [0.18, -4.11, -1.98], [1.30, -3.35, -1.66], [1.13, -2.07, -1.16], [-0.14, -1.52, -0.97], [-2.23, 1.39, -0.90], [-1.90, 0.82, -2.40], [-4.46, 1.07, -1.07], [-6.29, -0.52, -0.61], [-5.77, -2.94, -0.39], [-3.46, -3.72, -0.66], [-1.95, -4.17, -2.08], [0.30, -5.11, -2.39], [2.29, -3.75, -1.81], [2.01, -1.48, -0.92], [2.53, 0.34, 3.08], [1.11, 0.46, 2.76], [0.12, 0.60, 3.71], [-1.18, 0.72, 3.39], [-1.60, 0.72, 1.99], [-2.74, 0.89, 1.60], [-0.56, 0.53, 1.11], [0.72, 0.41, 1.46], [1.51, 0.25, 0.49], [2.65, 0.52, 4.15], [3.10, 1.07, 2.52], [2.89, -0.66, 2.84], [0.47, 0.62, 4.73], [-1.93, 0.84, 4.16]], "total_energy_ha": -3480.506209, "multiplicity": 1}



What did the second record say?
{"formula": "C5H4BrO3", "method": "ωB97M-V with the def2-TZVPD basis set", "species": ["C", "C", "C", "C", "C", "O", "O", "O", "Br", "H", "H", "H", "H"], "positions_angstrom": [[-0.14, 1.98, -0.32], [-1.34, 1.83, 0.13], [-0.56, -2.34, -0.48], [0.98, 0.96, 0.01], [0.33, -1.31, 0.25], [-0.47, -2.31, -1.70], [-1.26, -2.93, 0.34], [0.78, -0.30, -0.44], [0.09, -1.25, 2.09], [0.23, 2.58, -1.05], [-1.52, 0.83, 0.54], [1.88, 1.23, -0.56], [1.03, 1.02, 1.19]], "total_charge": -1, "total_energy_ha": -2992.517017, "multiplicity": 1}



Repeat the seventh record exactly.
{"formula": "C27H28ClGdN5O4S", "method": "ωB97M-V with the def2-TZVPD basis set", "species": ["Gd", "Cl", "C", "C", "C", "C", "O", "C", "C", "N", "C", "C", "C", "C", "C", "C", "C", "C", "N", "C", "C", "H", "H", "H", "H", "H", "H", "H", "H", "H", "H", "N", "C", "O", "C", "C", "H", "H", "H", "H", "H", "H", "N", "C", "O", "C", "C", "C", "N", "C", "C", "H", "H", "H", "H", "H", "H", "C", "S", "C", "O", "H", "H", "H", "H", "H", "H"], "positions_angstrom": [[1.31, -0.54, 0.33], [-4.53, -4.72, 0.96], [-2.91, -4.15, 0.75], [-1.94, -4.50, 1.71], [-0.67, -4.00, 1.58], [-0.31, -3.14, 0.52], [0.90, -2.65, 0.46], [-1.31, -2.83, -0.47], [-1.07, -1.99, -1.62], [-0.11, -1.10, -1.67], [0.07, -0.27, -2.78], [-0.92, 0.07, -3.67], [-0.67, 0.95, -4.75], [0.57, 1.49, -4.93], [1.61, 1.17, -4.02], [2.92, 1.69, -4.17], [3.89, 1.35, -3.27], [3.55, 0.49, -2.21], [2.35, -0.01, -2.03], [1.37, 0.30, -2.94], [-2.60, -3.37, -0.33], [-2.20, -5.15, 2.53], [0.11, -4.27, 2.28], [-1.73, -2.14, -2.47], [-1.92, -0.33, -3.54], [-1.48, 1.19, -5.43], [0.77, 2.16, -5.76], [3.13, 2.35, -5.00], [4.90, 1.71, -3.36], [4.29, 0.21, -1.47], [-3.36, -3.13, -1.06], [5.50, 0.35, 1.95], [4.19, 0.21, 1.72], [3.79, -0.34, 0.68], [3.23, 0.79, 2.73], [1.87, 0.09, 2.69], [6.17, -0.05, 1.31], [5.84, 0.75, 2.81], [3.13, 1.85, 2.47], [3.70, 0.76, 3.71], [1.14, 0.69, 3.24], [1.95, -0.86, 3.23], [-5.77, -1.44, 3.05], [-5.38, -0.61, 2.07], [-6.16, 0.02, 1.38], [-3.89, -0.46, 1.84], [-2.90, -0.98, 2.66], [-1.57, -0.81, 2.30], [-1.20, -0.17, 1.20], [-2.15, 0.37, 0.43], [-3.50, 0.25, 0.71], [-6.75, -1.57, 3.19], [-5.13, -2.04, 3.55], [-3.12, -1.53, 3.56], [-0.78, -1.22, 2.92], [-1.81, 0.88, -0.47], [-4.25, 0.68, 0.07], [0.43, 3.80, 1.35], [1.64, 3.05, 0.29], [1.55, 4.14, -1.12], [1.02, 1.75, -0.18], [-0.48, 4.01, 0.77], [0.84, 4.71, 1.78], [0.23, 3.06, 2.12], [2.25, 4.96, -0.98], [0.53, 4.51, -1.25], [1.85, 3.53, -1.97]], "total_charge": 1, "total_energy_ha": -3244.408039, "multiplicity": 8}